{
  "formula": "C21H24FN3O2",
  "method": "ωB97M-V with the def2-TZVPD basis set",
  "elements": ["C", "O", "C", "C", "C", "C", "N", "C", "C", "C", "O", "C", "N", "C", "C", "N", "C", "C", "C", "C", "C", "C", "F", "C", "C", "C", "C", "H", "H", "H", "H", "H", "H", "H", "H", "H", "H", "H", "H", "H", "H", "H", "H", "H", "H", "H", "H", "H", "H", "H", "H"],
  "xyz": [[-5.94553, -1.87165, -1.71679], [-5.12527, -0.79374, -1.34629], [-4.09696, -1.01514, -0.46929], [-3.80490, -2.26581, 0.09466], [-2.75819, -2.42313, 0.98014], [-1.99343, -1.31173, 1.29568], [-0.92039, -1.17052, 2.13227], [-0.51394, 0.13422, 2.11178], [-1.29644, 0.86116, 1.25961], [-1.16361, 2.31577, 0.93948], [-2.39050, 3.01152, 1.09661], [-0.73286, 2.57809, -0.52668], [0.52945, 2.04353, -0.97233], [0.55290, 0.62503, -1.27179], [1.82953, 0.30642, -2.05888], [2.99600, 0.65052, -1.26685], [3.51938, -0.25930, -0.36780], [3.91869, 0.08540, 0.93185], [4.50254, -0.82649, 1.79020], [4.71315, -2.13601, 1.39949], [4.34861, -2.51167, 0.11801], [3.78223, -1.59003, -0.73484], [3.50038, -2.02457, -1.99351], [2.94996, 2.05833, -0.93736], [1.67352, 2.42113, -0.16814], [-2.26870, -0.04482, 0.72706], [-3.33417, 0.09897, -0.15506], [-5.37683, -2.65912, -2.22324], [-6.46884, -2.29883, -0.85437], [-6.67753, -1.45843, -2.40940], [-4.40272, -3.12761, -0.15516], [-2.54651, -3.38945, 1.41344], [-0.49476, -1.90613, 2.66911], [0.32357, 0.45461, 2.70320], [-0.41324, 2.75618, 1.61973], [-2.85085, 2.65557, 1.86384], [-0.70221, 3.66538, -0.65030], [-1.51486, 2.18809, -1.17943], [-0.32468, 0.37864, -1.87151], [0.54033, -0.00010, -0.36366], [1.83525, -0.74333, -2.33652], [1.85411, 0.91064, -2.96989], [3.76502, 1.09100, 1.28791], [4.78769, -0.50621, 2.78166], [5.16162, -2.85093, 2.07067], [4.51486, -3.51437, -0.24417], [3.84296, 2.34467, -0.38169], [2.94625, 2.60480, -1.88559], [1.63882, 3.49922, 0.00403], [1.67719, 1.90718, 0.80821], [-3.58608, 1.05304, -0.58809]],
  "forces_ev_per_a": [[-0.112, -0.152, -0.048], [0.189, 0.185, 0.103], [0.100, 0.253, -0.003], [-0.183, -0.093, -0.114], [0.077, 0.030, 0.060], [-0.448, 0.142, -0.428], [0.349, -0.193, 0.258], [-0.091, 0.290, -0.056], [0.136, 0.258, 0.321], [0.553, -0.125, -0.118], [-0.267, 0.128, -0.053], [-0.256, 0.211, 0.392], [0.030, -0.056, 0.098], [0.242, -0.169, -0.315], [-0.594, -0.238, 0.038], [0.202, 0.100, -0.363], [0.225, -0.277, 0.131], [-0.111, 0.053, -0.116], [0.082, -0.124, 0.122], [0.008, 0.040, 0.041], [-0.093, 0.091, -0.068], [-0.023, -0.181, 0.006], [0.054, 0.214, 0.165], [-0.043, 0.205, 0.313], [0.209, 0.041, -0.182], [0.057, -0.436, 0.132], [-0.200, -0.237, -0.130], [-0.025, 0.018, 0.033], [0.029, 0.000, -0.035], [0.025, -0.086, 0.042], [-0.067, -0.060, -0.037], [-0.006, -0.110, 0.021], [-0.029, 0.093, -0.061], [0.142, 0.062, 0.087], [-0.065, -0.120, -0.168], [0.058, -0.002, -0.007], [-0.094, -0.012, -0.022], [-0.049, 0.050, -0.020], [-0.038, -0.041, 0.016], [-0.023, -0.016, -0.117], [0.067, 0.059, 0.003], [-0.038, -0.042, -0.001], [-0.054, 0.096, -0.020], [0.025, 0.038, 0.072], [0.048, -0.070, 0.058], [-0.001, -0.085, -0.079], [-0.007, 0.009, -0.038], [0.012, 0.038, 0.085], [0.026, 0.022, 0.068], [0.020, 0.074, -0.007], [-0.047, 0.124, -0.064]],
  "lowdin_charge": [-0.101, -0.093, -0.269, -0.029, -0.012, -0.213, 0.087, -0.053, -0.154, -0.323, -0.020, -0.132, -0.153, -0.151, -0.128, -0.084, -0.166, -0.029, -0.101, -0.103, -0.022, -0.199, 0.045, -0.145, -0.165, -0.120, 0.063, 0.094, 0.094, 0.092, 0.098, 0.110, 0.156, 0.126, 0.141, 0.101, 0.129, 0.121, 0.130, 0.119, 0.113, 0.128, 0.096, 0.100, 0.098, 0.117, 0.118, 0.127, 0.129, 0.108, 0.124],
  "de_lowest_kcal_mol": 59.0,
  "smiles": "COc1ccc2[nH]cc([C@H](O)CN3CCN(c4ccccc4F)CC3)c2c1",
  "e_tot_ha": -1229.22026,
  "orbital_gap_ev": 8.18,
  "fmax_ev_per_a": 0.64,
  "e_homo_ha": -0.277
}